Entry 1:
Below is 3 unconnected molecules or ions with the total composition C5H8O, with properties calculated with ωB97M-V with the def2-TZVPD basis set.

Atoms and positions in Å:
1 C -0.21313 -1.99426 -0.07387
2 C -0.46681 -2.31627 1.05641
3 H 0.01324 -1.71673 -1.08092
4 H -0.69084 -2.64042 2.04876
5 C 0.31251 1.55160 -1.35289
6 C 0.64090 0.51507 -2.11503
7 H 0.99969 1.97107 -0.62419
8 H -0.66546 2.02324 -1.41953
9 H -0.05376 0.09767 -2.84225
10 H 1.62084 0.04550 -2.04756
11 C -0.37737 0.61063 2.11282
12 O 0.12023 1.62651 1.69890
13 H 0.17726 -0.09115 2.76716
14 H -1.41729 0.31753 1.87220

The calculation puts the frontier orbital gap at 10.93 eV. The energy comes out at -270.402547 hartree. As for the highest occupied orbital energy: -10.018 eV. Its multiplicity is 1.

---

Entry 2:
Below is a molecular structure, C3H11N2P2 in a non-equilibrium geometry, with properties calculated with ωB97M-V with the def2-TZVPD basis set.

Atoms and positions in Å:
1 C 0.64695 2.91513 1.67920
2 C 0.42032 -2.12379 0.57994
3 C 0.24512 -0.76639 -2.38637
4 N -0.05643 0.83059 0.17882
5 N -1.91422 -0.83963 -0.26764
6 P 1.05496 1.18007 1.28577
7 P -0.25968 -0.67762 -0.40591
8 H 1.17821 3.61976 0.94989
9 H -0.45500 3.05648 1.71813
10 H 1.18666 3.30604 2.60534
11 H 1.23870 -1.82879 1.08119
12 H 0.55842 -2.87317 -0.24444
13 H -0.36783 -2.28694 1.25748
14 H 0.42739 -1.75412 -2.62218
15 H 1.27646 -0.47349 -2.55526
16 H -0.65158 -0.26960 -2.94013
17 H -2.12344 -1.00711 0.70607
18 H -2.40501 -0.00741 -0.61991

The calculation puts the frontier orbital gap (spin up / spin down) at 8.83 / 7.32 eV. Its net charge is +1. The energy comes out at -912.775443 hartree. As for the highest occupied orbital energy (spin up / spin down): -11.507 / -14.578 eV. Its multiplicity is 3.

---

Entry 3:
Below is C5H8N2O in the gas phase in a non-equilibrium geometry, with properties calculated with ωB97M-V with the def2-TZVPD basis set.

Atoms and positions in Å:
1 C -1.34324 -1.58985 -0.29719
2 N -0.11838 -2.03612 -0.32189
3 N 1.03676 -1.16953 -0.52209
4 C 1.63866 -0.49952 0.67264
5 C 1.42573 0.35285 -0.55523
6 C -0.13761 1.28422 -0.66186
7 C -1.06134 0.79984 0.38182
8 O -1.90410 -0.28810 0.01004
9 H -2.15592 -2.26696 -0.23843
10 H 1.20796 -0.61968 1.61531
11 H 2.60877 -0.69178 1.18633
12 H 2.06405 0.70458 -1.30820
13 H -0.04694 2.53234 -0.48279
14 H -0.74134 0.99565 -1.63386
15 H -0.71591 0.75507 1.56319
16 H -1.75716 1.73700 0.59220

The calculation puts the frontier orbital gap at 9.36 eV. The energy comes out at -379.819237 hartree. As for the highest occupied orbital energy: -8.451 eV. Its multiplicity is 1.

---

Entry 4:
Below is a molecular structure, C44H20F15GeIrN6O6S3 in a non-equilibrium geometry, with properties calculated with ωB97M-V with the def2-TZVPD basis set.

Atoms and positions in Å:
1 Ir -0.61070 1.13113 1.79965
2 O -1.62177 5.26983 0.77882
3 S -2.65441 1.43401 4.21641
4 O -4.11204 1.25137 4.12470
5 N -1.77654 0.40442 3.20213
6 C -1.97940 -0.95568 3.11585
7 C -2.86396 -1.74889 3.85439
8 C -2.86578 -3.11704 3.68127
9 C -2.00072 -3.75841 2.74632
10 C -1.16864 -2.96995 1.93366
11 C -0.15296 -3.54962 1.10801
12 C 0.60549 -2.65922 0.35453
13 C 0.36200 -1.28100 0.38439
14 N -0.44570 -0.70658 1.28588
15 C -1.12391 -1.56549 2.13887
16 C -2.28542 0.80671 5.82214
17 C -1.02436 0.11079 5.95785
18 C -0.79341 -0.61697 7.14218
19 C -1.71317 -0.45910 8.20841
20 C -2.94158 0.07116 8.01011
21 C -3.25594 0.66039 6.79445
22 H -3.63882 -1.29954 4.46406
23 H -3.52394 -3.79206 4.21983
24 H -1.99556 -4.83565 2.86027
25 H -0.03277 -4.59265 1.11987
26 H 1.24920 -3.03000 -0.45824
27 H 0.95201 -0.66773 -0.24462
28 H -0.30339 0.07378 5.12779
29 H 0.14796 -1.18125 7.28958
30 H -1.39882 -0.84875 9.17170
31 H -3.81674 -0.14175 8.73186
32 H -4.25626 1.09147 6.60114
33 O -0.67407 3.35575 -3.52616
34 C 0.55841 3.52091 -3.04420
35 O 1.52477 3.89721 -3.73127
36 C 0.76643 3.01480 -1.63885
37 C 1.94504 2.98429 -0.92418
38 N 1.72184 2.33171 0.26993
39 N 0.42614 1.88079 0.26688
40 C -0.20608 2.31387 -0.82879
41 C -1.65777 2.15749 -0.85389
42 O -2.32638 2.63753 -1.79854
43 O -2.11639 1.41718 0.14290
44 H -1.42431 3.16559 -2.78069
45 H 2.90367 3.41046 -1.07646
46 H 2.36795 2.07042 1.00055
47 N -3.42014 6.78155 5.50329
48 C -2.06608 6.69588 5.18473
49 S -0.91431 7.39518 6.22249
50 C -1.85586 5.92019 3.95642
51 C -2.62667 6.30350 2.74439
52 C -2.60325 5.77844 1.45856
53 N -0.38577 2.84680 2.68647
54 C -0.80208 3.80169 3.31337
55 C -0.88673 4.92044 3.99898
56 H -3.63216 7.26339 6.36088
57 H -3.83239 5.90612 5.27946
58 H -3.40272 7.06994 2.85373
59 H -3.53298 5.93792 0.86404
60 H -0.76618 5.10666 1.27285
61 H -0.31275 5.03018 4.88831
62 F 3.76898 -2.98601 -5.88176
63 C 4.30303 -2.84062 -4.64101
64 C 3.43032 -2.64938 -3.58125
65 C 4.01957 -2.62220 -2.31029
66 F 3.22840 -2.43323 -1.25704
67 C 5.38253 -2.82609 -2.08659
68 F 5.93603 -3.02011 -0.85556
69 C 6.19717 -2.91021 -3.22565
70 F 7.54789 -3.06795 -3.09840
71 C 5.69460 -2.91790 -4.50860
72 F 6.53361 -2.88094 -5.54169
73 Ge 1.51917 -2.37125 -3.91290
74 S 0.21323 -1.63484 -2.33482
75 C 0.72823 -4.14262 -4.24078
76 C 1.44115 -5.32419 -4.01120
77 F 2.64350 -5.33161 -3.39275
78 C 1.02530 -6.58757 -4.47813
79 F 1.76939 -7.65531 -4.27347
80 C -0.25319 -6.68596 -5.04325
81 F -0.71660 -7.89033 -5.51171
82 C -1.03184 -5.56243 -5.14090
83 F -2.30441 -5.65242 -5.58629
84 C -0.53680 -4.30085 -4.83334
85 F -1.37562 -3.26729 -5.03760
86 C 1.63838 -0.99276 -5.27309
87 C 0.97764 -0.93251 -6.52210
88 F 0.41030 -2.03235 -6.96754
89 C 1.03291 0.20987 -7.30163
90 F 0.15314 0.34050 -8.29166
91 C 1.79371 1.29626 -6.91513
92 F 1.67561 2.42210 -7.68560
93 C 2.61056 1.18818 -5.79281
94 F 3.43396 2.19899 -5.39889
95 C 2.44982 0.08839 -4.96436
96 F 2.93120 0.33105 -3.71064

The calculation puts the frontier orbital gap (spin up / spin down) at 4.27 / 3.82 eV. The energy comes out at -7342.180992 hartree. As for the highest occupied orbital energy (spin up / spin down): -5.876 / -7.611 eV. Its multiplicity is 5.

---

Entry 5:
Below is 3 unconnected molecules or ions with the total composition C6H15NO2, with properties calculated with ωB97M-V with the def2-TZVPD basis set.

Atoms and positions in Å:
1 C 1.97597 0.31610 1.73972
2 C 1.47438 -0.54468 -0.96380
3 O 1.00119 -0.30484 0.98034
4 H 1.75521 1.39397 1.88585
5 H 2.96125 0.28112 1.23610
6 H 2.11790 -0.13902 2.73432
7 H 1.17558 -1.12231 -1.84638
8 H 2.29575 -1.07054 -0.48941
9 H 1.71635 0.48698 -1.18729
10 C -1.30949 -1.50816 -1.21216
11 C -1.62170 0.05532 1.35743
12 C -0.66927 -0.16554 -1.01178
13 C -0.86514 0.57948 0.17359
14 N -0.67052 1.91413 0.13089
15 O -0.64619 0.63581 -2.16701
16 H -0.01288 0.25351 -2.79340
17 H -0.58566 2.42851 0.99117
18 H -0.23873 2.30363 -0.69181
19 H -0.83502 -2.01816 -2.05677
20 H -1.18585 -2.14396 -0.33683
21 H -2.37647 -1.42263 -1.44689
22 H -1.34835 0.59707 2.26374
23 H -2.69606 0.18925 1.18561
24 H -1.41227 -0.99504 1.52475

The calculation puts the frontier orbital gap at 7.73 eV. The energy comes out at -442.669282 hartree. As for the highest occupied orbital energy: -7.122 eV. Its multiplicity is 1.

---

Entry 6:
Below is a molecular structure, C28H49F4N4O8P2Si2TeTi, with properties calculated with ωB97M-V with the def2-TZVPD basis set.

Atoms and positions in Å:
1 Ti 0.09521 0.69596 0.27526
2 C 2.31361 -3.95836 0.62907
3 C 2.50852 -3.03952 -0.56390
4 N 1.26299 -2.61214 -1.17298
5 C 0.45901 -3.68861 -1.73002
6 C -0.72829 -4.06394 -0.85002
7 C 1.46278 -1.48890 -2.06271
8 C 0.17825 -0.76108 -2.45404
9 N -0.68096 -0.47062 -1.30077
10 C -2.01361 -0.49924 -1.55475
11 C -2.90822 -0.82062 -0.50930
12 F -2.40159 -1.10231 0.69740
13 C -4.27225 -0.84530 -0.66898
14 F -5.04254 -1.17470 0.38566
15 C -4.87893 -0.55536 -1.88098
16 C -4.03164 -0.21805 -2.91652
17 F -4.55351 0.11556 -4.11698
18 C -2.65692 -0.17122 -2.76969
19 F -1.94979 0.27676 -3.83114
20 H 1.67025 -3.48226 1.36962
21 H 1.86826 -4.91294 0.34077
22 H 3.27556 -4.16820 1.09894
23 H 3.02773 -2.14244 -0.22330
24 H 3.16632 -3.53848 -1.30748
25 H 0.08006 -3.38639 -2.70995
26 H 1.08971 -4.57338 -1.92051
27 H -1.25742 -3.16000 -0.54692
28 H -1.42208 -4.71174 -1.39363
29 H -0.41732 -4.58425 0.05462
30 H 2.11615 -0.78924 -1.54208
31 H 1.98806 -1.77982 -2.99796
32 H 0.47134 0.15168 -2.98929
33 H -0.37452 -1.36414 -3.17992
34 H -5.94974 -0.58894 -2.00455
35 N -2.49541 4.55474 1.16290
36 C -1.33421 4.37957 0.20054
37 C -1.14157 5.63821 -0.62982
38 P 0.08843 4.01818 1.39196
39 O 1.17393 5.13999 1.02282
40 O -0.56870 4.35768 2.69305
41 O 0.70681 2.68481 1.12240
42 P -1.67540 2.90529 -0.81918
43 O -3.14782 3.26503 -1.38334
44 O -0.68385 2.76861 -1.91007
45 O -1.79506 1.81516 0.22217
46 H -1.98779 4.53321 2.10630
47 H -3.16470 3.78883 1.08975
48 H -2.97380 5.43586 1.00138
49 H -0.91478 6.50569 -0.00674
50 H -2.02888 5.83868 -1.23623
51 H -0.30064 5.48357 -1.30312
52 H 1.92117 4.75114 0.54462
53 H -3.29480 2.84624 -2.24284
54 O 3.30308 -0.91419 2.06111
55 C 2.15029 -0.52941 1.84366
56 O 1.74590 -0.16049 0.61931
57 C 1.08514 -0.37748 2.79975
58 C 1.23028 -0.61911 4.17578
59 C 0.19369 -0.37330 5.03209
60 C -1.02449 0.13868 4.49151
61 C -1.10813 0.35816 3.14517
62 N -0.10533 0.10859 2.27882
63 H 2.18613 -0.99459 4.51844
64 H 0.29387 -0.55317 6.09453
65 H -1.87313 0.36283 5.12248
66 H -2.01558 0.74775 2.69568
67 C 6.59198 1.66109 1.25712
68 Si 4.93684 2.47117 0.89462
69 C 3.89161 2.44146 2.43705
70 C 5.24354 4.26612 0.38060
71 C 4.17987 1.53086 -0.55210
72 Te 2.38756 2.32733 -1.37321
73 C 2.86984 1.89125 -3.41534
74 Si 3.70481 3.31280 -4.29747
75 C 3.95987 2.86361 -6.10807
76 C 5.37325 3.65080 -3.50676
77 C 2.62866 4.84562 -4.20522
78 H 7.10242 2.17211 2.07704
79 H 7.24914 1.68267 0.38559
80 H 6.44523 0.62037 1.55020
81 H 4.38625 3.04139 3.20660
82 H 3.79655 1.41643 2.79896
83 H 2.88108 2.82604 2.29362
84 H 5.27801 4.92174 1.25308
85 H 4.46741 4.64028 -0.29155
86 H 6.19719 4.36690 -0.14419
87 H 3.97488 0.49550 -0.27295
88 H 4.91049 1.54901 -1.36676
89 H 1.92884 1.62631 -3.90162
90 H 3.48008 0.98599 -3.39114
91 H 4.56316 1.95950 -6.21008
92 H 4.46659 3.66670 -6.64783
93 H 3.00367 2.68083 -6.60208
94 H 6.03409 2.78537 -3.58624
95 H 5.26316 3.89286 -2.44805
96 H 5.86937 4.49594 -3.98953
97 H 1.60894 4.63011 -4.53015
98 H 3.02974 5.63726 -4.84188
99 H 2.57261 5.22227 -3.18286

The calculation puts the frontier orbital gap (spin up / spin down) at 4.14 / 6.92 eV. Its net charge is -1. The energy comes out at -4696.404753 hartree. As for the highest occupied orbital energy (spin up / spin down): -2.149 / -4.935 eV. Its multiplicity is 3.

---

Entry 7:
Below is C2H2N4O in the gas phase in a non-equilibrium geometry, with properties calculated with ωB97M-V with the def2-TZVPD basis set.

Atoms and positions in Å:
1 O 2.59311 -0.30699 0.03645
2 C 1.37268 -0.21175 0.09355
3 N 0.80845 1.07325 -0.04730
4 C -0.50366 0.96816 -0.04334
5 N -1.11646 -0.33979 0.12315
6 N -0.57751 -1.47314 -0.03171
7 N 0.65438 -1.46539 -0.09504
8 H -1.14137 1.93872 -0.11620
9 H -2.08963 -0.18307 0.08045

The calculation puts the frontier orbital gap at 9.63 eV. The energy comes out at -371.583774 hartree. As for the highest occupied orbital energy: -9.954 eV. Its multiplicity is 1.

---

Entry 8:
Below is C3H5NO2 in the gas phase in a non-equilibrium geometry, with properties calculated with ωB97M-V with the def2-TZVPD basis set.

Atoms and positions in Å:
1 C 0.25058 1.27850 0.17963
2 C -1.65072 0.03493 0.85184
3 C 0.81348 -0.81249 -0.62473
4 N -0.98887 1.08078 0.62334
5 O 1.09630 0.42295 -0.38439
6 O 1.71961 -1.60893 -1.25935
7 H 0.51123 2.38194 0.27067
8 H -2.68167 0.30605 1.14266
9 H -1.28135 -0.82860 1.38974
10 H -0.16349 -1.07881 -0.38710
11 H 2.37491 -1.17632 -1.80230

The calculation puts the frontier orbital gap (spin up / spin down) at 7.72 / 7.11 eV. The energy comes out at -322.373538 hartree. As for the highest occupied orbital energy (spin up / spin down): -7.155 / -6.920 eV. Its multiplicity is 1.